C8H12 | ωB97M-V/def2-TZVPD

The geometry in ORCA input format:
```
! RIJCOSX wB97M-V def2-TZVPD def2/J DEFGRID3
* xyz 0 1
C -0.125 -1.775 -3.409
C -0.830 -1.229 -2.409
C -0.185 -0.744 -1.203
C -0.828 0.188 -0.454
C -0.053 0.970 0.550
C 0.314 2.234 0.467
C -0.202 0.115 1.899
C 1.019 0.101 2.782
H -0.557 -1.908 -4.400
H 0.936 -1.916 -3.528
H -1.883 -1.091 -2.642
H 0.836 -0.853 -0.893
H -1.870 0.376 -0.682
H 0.321 2.847 -0.425
H 0.612 2.735 1.387
H -0.617 -0.825 1.572
H -0.988 0.694 2.390
H 1.274 -0.958 2.908
H 0.983 0.444 3.821
H 1.841 0.596 2.268
*
```

Summary:
- energy (eV) = -8487.664
- SMILES string = C=C/C=C/C(=C)CC
- LUMO energy (eV) = 0.9
- E_HOMO (eV) = -8.42
- energy relative to the best compared isomer or geometry (same formula, charge and spin) (eV) = 1.918
- orbital gap (eV) = 9.4

Atom-resolved charges from Mulliken, all expressed in e: number 1, C, carries -0.8942; number 2, C, carries -0.1627; number 3, C, carries 0.0461; number 4, C, carries -0.6229; number 5, C, carries 0.3108; number 6, C, carries -0.8158; number 7, C, carries -0.5027; number 8, C, carries -1.1375; number 9, H, carries 0.2485; number 10, H, carries 0.2708; number 11, H, carries 0.2596; number 12, H, carries 0.3623; number 13, H, carries 0.3364; number 14, H, carries 0.3217; number 15, H, carries 0.2648; number 16, H, carries 0.4740; number 17, H, carries 0.2967; number 18, H, carries 0.2994; number 19, H, carries 0.2938; number 20, H, carries 0.3506